1.
{
  "formula": "C23H24IrN6O8PSSe",
  "method": "the ωB97M-V functional and the def2-TZVPD basis",
  "e_above_lowest_kcal_mol": 99.9,
  "gap_ev": 5.8747,
  "species": ["Ir", "S", "N", "C", "C", "C", "C", "C", "N", "C", "C", "N", "C", "C", "C", "C", "C", "N", "H", "H", "H", "H", "H", "H", "O", "C", "O", "C", "C", "N", "N", "C", "C", "O", "O", "H", "H", "H", "O", "Se", "O", "O", "O", "C", "C", "P", "C", "C", "C", "C", "H", "H", "H", "H", "H", "H", "H", "H", "H", "H", "H", "H", "H", "H", "H"],
  "coordinates": [[-0.0658, -0.3161, 0.2263], [2.7679, 3.5438, 6.3646], [3.4078, 2.5666, 5.2554], [2.4146, 2.1850, 4.4633], [2.5516, 1.2873, 3.3322], [3.7812, 0.7236, 2.9914], [3.8423, -0.1235, 1.9142], [2.6819, -0.3865, 1.1977], [1.4964, 0.1385, 1.5092], [1.4109, 0.9821, 2.5796], [0.0904, 1.5833, 2.9516], [-0.9584, 1.2882, 2.1853], [-2.1323, 1.8222, 2.4635], [-2.3462, 2.6710, 3.5497], [-1.2757, 2.9717, 4.3644], [-0.0252, 2.4341, 4.0624], [1.1665, 2.7317, 4.8280], [1.2272, 3.5213, 5.8922], [4.6574, 0.9663, 3.5767], [4.7694, -0.5856, 1.6089], [2.6920, -1.0362, 0.3335], [-2.9462, 1.5514, 1.7987], [-3.3278, 3.0829, 3.7374], [-1.3798, 3.6140, 5.2280], [-3.8215, -4.7438, -0.0625], [-3.3166, -4.6729, 1.1550], [-3.6072, -5.4456, 2.0336], [-2.3383, -3.5784, 1.4216], [-1.7084, -3.4022, 2.6347], [-0.8882, -2.3414, 2.5113], [-0.9464, -1.8271, 1.2769], [-1.8190, -2.5620, 0.6006], [-2.1226, -2.0813, -0.7815], [-2.9431, -2.6856, -1.4710], [-1.5133, -1.0067, -1.1023], [-3.5164, -3.9948, -0.6546], [-1.8114, -3.9586, 3.5494], [-0.2783, -1.9319, 3.1990], [2.4533, 1.6580, -3.1977], [2.0798, 0.2599, -2.4766], [-0.4137, 1.8188, -2.7845], [0.7150, 0.9986, -1.0572], [1.1609, -0.6658, -3.4217], [-1.5471, 0.9406, -4.7277], [-1.1980, 2.1784, -3.9299], [-0.8219, 1.6288, -1.2534], [-2.6549, 1.5111, -1.3384], [-3.4177, 2.7511, -0.8810], [-0.3513, 3.2084, -0.4361], [-0.3609, 4.3960, -1.3991], [-1.9340, 1.2278, -5.7064], [-2.2942, 0.3282, -4.2204], [-0.6485, 0.3389, -4.8518], [-2.0842, 2.7477, -3.6309], [-0.5520, 2.8413, -4.5058], [-2.9283, 0.6482, -0.7360], [-2.9038, 1.2341, -2.3610], [-3.1350, 3.0669, 0.1211], [-4.4834, 2.5216, -0.8674], [-3.2711, 3.5975, -1.5502], [0.6550, 3.0406, -0.0648], [-0.9990, 3.3852, 0.4241], [0.2611, 4.1812, -2.2672], [0.0499, 5.2745, -0.9009], [-1.3631, 4.6504, -1.7441]],
  "lowdin_charge": [1.048, 1.030, -0.214, -0.304, -0.084, 0.017, -0.017, -0.108, -0.056, -0.100, -0.145, 0.069, -0.128, -0.024, 0.013, -0.086, -0.306, -0.212, 0.123, 0.119, 0.095, 0.109, 0.112, 0.121, 0.133, -0.503, 0.102, -0.038, 0.017, 0.051, -0.092, -0.120, -0.538, 0.071, -0.191, 0.070, 0.142, 0.162, -0.582, 1.069, -0.311, -0.751, -0.573, -0.055, -0.255, 0.758, -0.282, -0.118, -0.280, -0.108, 0.081, 0.075, 0.070, 0.105, 0.127, 0.069, 0.075, 0.047, 0.083, 0.063, 0.083, 0.060, 0.078, 0.077, 0.060]
}


2.
{
  "formula": "HIS2",
  "method": "the ωB97M-V functional and the def2-TZVPD basis",
  "e_above_lowest_kcal_mol": 40.3,
  "gap_ev": [5.7057, 5.7050],
  "species": ["S", "S", "I", "H"],
  "coordinates": [[1.1296, 0.1032, 0.6500], [-0.1577, -1.1782, 0.1012], [-2.9225, 0.5869, -0.5053], [1.9507, 0.4881, -0.2459]],
  "lowdin_charge": [0.261, 0.046, -0.099, -0.208]
}


3.
{
  "formula": "C32H31F6KN10O2S",
  "method": "the ωB97M-V functional and the def2-TZVPD basis",
  "e_above_lowest_kcal_mol": 37.0,
  "gap_ev": 5.3049,
  "charge": -2,
  "species": ["K", "C", "N", "C", "C", "N", "C", "C", "C", "C", "C", "C", "N", "C", "N", "C", "C", "C", "C", "C", "C", "N", "H", "H", "H", "H", "H", "H", "H", "H", "H", "H", "H", "H", "H", "H", "H", "N", "C", "S", "N", "N", "C", "C", "C", "C", "C", "C", "C", "O", "H", "H", "H", "H", "H", "H", "H", "C", "C", "O", "C", "F", "F", "F", "C", "F", "F", "F", "H", "H", "H", "C", "N", "C", "C", "N", "C", "H", "H", "H", "H", "H", "H"],
  "coordinates": [[-0.2403, 0.4564, -0.0253], [2.6646, -2.0095, 0.7893], [2.2670, -1.8192, 2.1767], [1.2816, -2.8133, 2.6129], [0.3179, -2.2318, 3.5970], [0.6297, -1.4285, 4.5788], [-0.5939, -1.0343, 5.0956], [-0.8872, -0.1085, 6.0922], [-2.2182, 0.1524, 6.3703], [-3.2469, -0.4920, 5.6710], [-2.9731, -1.4169, 4.6769], [-1.6368, -1.6739, 4.4039], [-1.0173, -2.4815, 3.4745], [3.2227, -0.7587, 0.1917], [2.6690, 0.4141, 0.3146], [3.4082, 1.2587, -0.4995], [3.1957, 2.5929, -0.8311], [4.0819, 3.1872, -1.7111], [5.1552, 2.4770, -2.2664], [5.3650, 1.1405, -1.9696], [4.4672, 0.5519, -1.0879], [4.3307, -0.7375, -0.6114], [1.8267, -2.3036, 0.1406], [3.3984, -2.8208, 0.7149], [1.8510, -0.8974, 2.2903], [1.7741, -3.6832, 3.0637], [0.6911, -3.1826, 1.7660], [-0.0868, 0.4197, 6.5967], [-2.4741, 0.8957, 7.1163], [-4.2767, -0.2335, 5.8862], [-3.7654, -1.8810, 4.1031], [-1.4174, -2.7749, 2.5811], [2.3287, 3.1163, -0.4533], [3.9236, 4.2167, -2.0060], [5.8209, 2.9775, -2.9594], [6.1795, 0.5832, -2.4176], [4.8917, -1.5373, -0.8403], [-3.7411, -3.7485, -1.2897], [-2.9572, -2.9651, -0.4199], [-1.5518, -3.7527, 0.2228], [-3.4209, -1.7771, -0.2209], [-2.6119, -0.9130, 0.5129], [-3.2899, -0.0732, 1.1994], [-2.7899, 1.0083, 2.0446], [-3.7468, 1.9495, 2.4457], [-3.4615, 3.0252, 3.2615], [-2.1431, 3.1694, 3.7150], [-1.1739, 2.2658, 3.3637], [-1.4311, 1.1298, 2.5247], [-0.5059, 0.3106, 2.2505], [-3.6807, -4.7285, -1.0616], [-4.6877, -3.3973, -1.3510], [-4.3839, -0.1426, 1.1445], [-4.7647, 1.8108, 2.0885], [-4.2329, 3.7325, 3.5404], [-1.8834, 4.0041, 4.3603], [-0.1579, 2.3595, 3.7312], [-1.6530, 1.0316, -3.0104], [-0.5673, 2.1260, -2.8292], [0.1791, 1.9809, -1.7444], [0.3322, 2.1109, -4.1080], [-0.3386, 1.9486, -5.2865], [1.2046, 1.0911, -4.0512], [1.0691, 3.2309, -4.2647], [-1.3096, 3.4972, -2.8043], [-0.5098, 4.5366, -2.5205], [-2.2787, 3.4940, -1.8717], [-1.9271, 3.8114, -3.9833], [-1.1643, 0.0694, -3.1681], [-2.3237, 1.2261, -3.8498], [-2.2520, 0.9628, -2.1008], [2.0479, -1.1821, -5.8964], [1.6083, -1.6632, -4.6090], [0.3722, -2.1773, -4.2990], [0.3834, -2.4121, -2.9555], [1.6038, -2.0525, -2.4320], [2.3000, -1.6051, -3.4457], [1.1822, -1.0795, -6.5473], [2.7592, -1.8701, -6.3582], [2.5033, -0.1989, -5.7888], [-0.3973, -2.2892, -5.0433], [-0.4048, -2.7998, -2.3255], [3.2894, -1.1754, -3.3943]],
  "lowdin_charge": [0.789, -0.163, -0.029, -0.152, -0.336, 0.170, -0.248, -0.040, -0.123, -0.116, -0.028, -0.205, 0.172, -0.308, 0.164, -0.212, 0.000, -0.097, -0.122, -0.053, -0.211, 0.158, 0.100, 0.116, 0.087, 0.114, 0.052, 0.100, 0.084, 0.087, 0.107, 0.058, 0.116, 0.095, 0.085, 0.093, 0.150, -0.013, -0.972, 0.429, -0.057, -0.056, -0.148, -0.162, -0.094, -0.150, -0.136, -0.036, -0.440, -0.237, 0.025, 0.053, 0.102, 0.093, 0.070, 0.083, 0.104, 0.007, -0.551, -0.293, -0.525, 0.097, 0.130, 0.129, -0.543, 0.133, 0.136, 0.101, 0.074, 0.084, 0.080, -0.038, -0.150, -0.085, -0.134, 0.087, -0.194, 0.088, 0.079, 0.083, 0.111, 0.062, 0.118]
}


4.
{
  "formula": "C3H7N3S",
  "method": "the ωB97M-V functional and the def2-TZVPD basis",
  "e_above_lowest_kcal_mol": 41.7,
  "gap_ev": 9.9757,
  "species": ["H", "N", "C", "N", "C", "N", "H", "S", "C", "H", "H", "H", "H", "H"],
  "coordinates": [[1.9664, 1.1400, 0.6668], [1.5796, 1.7009, -0.0537], [0.6375, 1.0866, -0.6869], [0.2472, -0.2539, -0.4391], [1.0847, -1.2999, -0.0432], [2.3556, -1.3614, -0.0929], [2.7800, -0.6209, -0.6371], [-1.3988, -0.5018, -0.8449], [-2.3136, 0.0801, 0.5740], [-0.0633, 1.5696, -1.3912], [0.5456, -2.0882, 0.4601], [-2.2794, 1.1401, 0.6545], [-3.3136, -0.2451, 0.3361], [-1.8279, -0.3462, 1.4975]],
  "lowdin_charge": [0.021, 0.103, -0.311, -0.428, -0.325, 0.099, 0.039, 0.883, -0.386, 0.096, 0.101, 0.018, 0.026, 0.064]
}


5.
{
  "formula": "C20H30N4O2",
  "method": "the ωB97M-V functional and the def2-TZVPD basis",
  "e_above_lowest_kcal_mol": 49.2,
  "gap_ev": 8.4743,
  "species": ["C", "C", "C", "C", "N", "N", "C", "C", "C", "O", "N", "C", "C", "N", "C", "C", "C", "C", "C", "C", "C", "C", "C", "C", "C", "O", "H", "H", "H", "H", "H", "H", "H", "H", "H", "H", "H", "H", "H", "H", "H", "H", "H", "H", "H", "H", "H", "H", "H", "H", "H", "H", "H", "H", "H", "H"],
  "coordinates": [[2.2079, 4.1298, -0.3907], [0.7624, 4.2160, 0.0848], [0.0813, 2.8515, 0.0427], [-1.3490, 2.9111, 0.5775], [-1.9990, 1.6181, 0.4639], [-1.4267, 0.6461, 1.1734], [-1.8560, -0.5729, 1.1242], [-1.0647, -1.5610, 1.9212], [0.1072, -2.0826, 1.0710], [0.2963, -3.2590, 0.8581], [0.8799, -1.0830, 0.6140], [2.0446, -1.2660, -0.2160], [3.2498, -0.5136, 0.3639], [4.3614, -0.5556, -0.5566], [5.2282, 0.6027, -0.5224], [5.9387, 0.8645, 0.8119], [5.0506, -1.8352, -0.6315], [4.9994, -2.3906, -2.0537], [-2.9627, -0.9502, 0.2838], [-3.4271, -2.2622, 0.1280], [-4.4978, -2.5241, -0.6963], [-5.1345, -1.4940, -1.3863], [-4.6808, -0.2007, -1.2625], [-3.5933, 0.0825, -0.4352], [-3.0972, 1.4598, -0.3561], [-3.5769, 2.4051, -0.9571], [2.6749, 5.1113, -0.3732], [2.7838, 3.4667, 0.2519], [2.2533, 3.7464, -1.4077], [0.7378, 4.6014, 1.1064], [0.2110, 4.9143, -0.5474], [0.6533, 2.1438, 0.6478], [0.0642, 2.4831, -0.9857], [-1.3437, 3.2101, 1.6295], [-1.9525, 3.6142, 0.0006], [-0.6445, -1.0614, 2.7951], [-1.6679, -2.4058, 2.2449], [0.5913, -0.1361, 0.8214], [2.2346, -2.3393, -0.2675], [1.8540, -0.8934, -1.2288], [2.9624, 0.5333, 0.4989], [3.4909, -0.9321, 1.3561], [5.9740, 0.4721, -1.3100], [4.6232, 1.4775, -0.7828], [6.5365, 0.0052, 1.1069], [6.5964, 1.7244, 0.7165], [5.2174, 1.0672, 1.6001], [4.5816, -2.5488, 0.0514], [6.0989, -1.7321, -0.3268], [5.4636, -1.6929, -2.7458], [5.5266, -3.3398, -2.1069], [3.9687, -2.5423, -2.3606], [-2.9341, -3.0725, 0.6412], [-4.8480, -3.5392, -0.8107], [-5.9771, -1.7152, -2.0239], [-5.1396, 0.6181, -1.7954]],
  "lowdin_charge": [-0.114, -0.267, -0.202, -0.130, -0.052, 0.140, -0.216, -0.032, -0.491, 0.065, 0.069, -0.150, -0.195, -0.204, -0.250, -0.082, -0.252, -0.080, -0.086, -0.004, -0.059, -0.059, 0.000, -0.057, -0.370, 0.063, 0.069, 0.061, 0.073, 0.111, 0.112, 0.092, 0.125, 0.132, 0.122, 0.128, 0.115, 0.104, 0.116, 0.129, 0.110, 0.129, 0.114, 0.106, 0.064, 0.069, 0.063, 0.115, 0.108, 0.068, 0.068, 0.065, 0.112, 0.108, 0.107, 0.120]
}


6.
{
  "formula": "C4H3N3O",
  "method": "the ωB97M-V functional and the def2-TZVPD basis",
  "e_above_lowest_kcal_mol": 170.7,
  "gap_ev": 7.3099,
  "species": ["C", "C", "C", "C", "H", "H", "H", "N", "N", "N", "O"],
  "coordinates": [[0.3001, 0.6016, -0.1963], [1.4961, 1.0709, -0.0076], [0.4365, -0.8595, -0.3217], [-0.8961, -1.1714, 0.0173], [-3.0056, 0.3914, -0.2576], [1.8026, 2.1501, 0.2037], [-1.3813, -2.0371, 0.6778], [-1.6777, -0.1146, 0.0086], [2.2367, 0.0519, 0.0841], [1.6840, -1.1872, -0.1267], [-0.9953, 1.1038, -0.0816]],
  "lowdin_charge": [-0.233, -0.176, -0.271, -0.048, 0.378, 0.149, 0.181, -0.049, 0.004, 0.061, 0.004]
}


7.
{
  "formula": "C4H12BN2",
  "method": "the ωB97M-V functional and the def2-TZVPD basis",
  "e_above_lowest_kcal_mol": 41.7,
  "gap_ev": 9.7430,
  "charge": 1,
  "species": ["B", "C", "C", "C", "C", "N", "N", "H", "H", "H", "H", "H", "H", "H", "H", "H", "H", "H", "H"],
  "coordinates": [[0.5761, -0.2739, -0.1174], [-1.3625, -1.4612, -0.0584], [-0.0910, 1.1561, 0.1724], [-2.2765, -0.3447, 0.2477], [3.0199, 0.2110, 0.0312], [1.8370, -0.7016, -0.0637], [-1.5288, 0.9198, -0.2218], [-1.4970, -1.9663, -1.0163], [-1.1202, -2.0557, 0.7301], [-0.1172, 1.4604, 1.2529], [0.2581, 1.8482, -0.4483], [-3.1296, -0.2860, -0.3006], [-2.5089, -0.3448, 1.2505], [3.1846, 0.3144, 1.0114], [3.7193, -0.4144, -0.5090], [2.6718, 1.1667, -0.4773], [1.9835, -1.7135, -0.0405], [-2.1580, 1.7898, -0.1994], [-1.4606, 0.6957, -1.2434]],
  "lowdin_charge": [-0.162, -0.007, -0.036, -0.169, 0.006, 0.051, -0.005, 0.074, 0.023, 0.155, 0.064, 0.095, 0.107, 0.047, 0.102, 0.120, 0.148, 0.213, 0.177]
}


8.
{
  "formula": "C22H26N4V",
  "method": "the ωB97M-V functional and the def2-TZVPD basis",
  "gap_ev": [6.6766, 7.4969],
  "spin_multiplicity": 3,
  "charge": 1,
  "s_squared": 2.03,
  "species": ["V", "C", "C", "C", "N", "C", "C", "C", "C", "C", "C", "C", "N", "C", "C", "C", "N", "C", "C", "C", "C", "C", "C", "C", "N", "C", "C", "H", "H", "H", "H", "H", "H", "H", "H", "H", "H", "H", "H", "H", "H", "H", "H", "H", "H", "H", "H", "H", "H", "H", "H", "H", "H"],
  "coordinates": [[0.9441, -0.6434, -0.4277], [-2.5013, -1.5284, 0.4856], [-2.5840, -2.2305, -0.8713], [-1.2836, -2.3300, -1.6759], [-0.5036, -1.0914, -1.7270], [-0.8588, -0.0999, -2.5700], [-1.9226, -0.2435, -3.4716], [-2.5497, 0.6635, -4.3077], [-2.3323, 2.0206, -4.4623], [-1.3457, 2.7512, -3.8312], [-0.3198, 2.3320, -2.9976], [0.0146, 1.0727, -2.4859], [1.1292, 0.8473, -1.7551], [2.2528, 1.7877, -1.8474], [2.6647, 2.3791, -0.5112], [3.1843, 1.2892, 0.4120], [2.1333, 0.3623, 0.8332], [1.7603, 0.3160, 2.1323], [2.0814, 1.3234, 3.0506], [1.8838, 1.4199, 4.4187], [1.3406, 0.5086, 5.3036], [0.7798, -0.7079, 4.9630], [0.5690, -1.2724, 3.7159], [0.8954, -0.8267, 2.4291], [0.4783, -1.4756, 1.3185], [-0.3849, -2.6557, 1.4416], [-1.8631, -2.3276, 1.6196], [-3.5196, -1.2790, 0.7895], [-1.9938, -0.5650, 0.3751], [-3.3344, -1.7145, -1.4750], [-2.9617, -3.2490, -0.7363], [-1.4953, -2.6814, -2.6881], [-0.6343, -3.1000, -1.2626], [-2.3495, -1.2345, -3.5081], [-3.3591, 0.2457, -4.8959], [-2.9972, 2.5575, -5.1257], [-1.3483, 3.8169, -4.0308], [0.3237, 3.1365, -2.6734], [2.0579, 2.5667, -2.5780], [3.1050, 1.2267, -2.2453], [1.8289, 2.9089, -0.0444], [3.4607, 3.1066, -0.6848], [3.7132, 1.7023, 1.2667], [3.9322, 0.7053, -0.1338], [2.5572, 2.1934, 2.6226], [2.2340, 2.3480, 4.8565], [1.3421, 0.7765, 6.3518], [0.4082, -1.3015, 5.7908], [0.0341, -2.2092, 3.7509], [-0.0321, -3.2994, 2.2494], [-0.2377, -3.2561, 0.5460], [-1.9936, -1.7711, 2.5519], [-2.4028, -3.2707, 1.7496]],
  "lowdin_charge": [1.180, -0.199, -0.166, -0.222, -0.113, -0.203, 0.011, -0.042, -0.067, -0.047, 0.007, -0.205, -0.098, -0.213, -0.163, -0.218, -0.104, -0.201, 0.008, -0.046, -0.067, -0.042, 0.009, -0.201, -0.106, -0.219, -0.172, 0.116, 0.100, 0.107, 0.124, 0.114, 0.094, 0.098, 0.118, 0.113, 0.117, 0.105, 0.102, 0.125, 0.123, 0.124, 0.105, 0.123, 0.104, 0.117, 0.113, 0.118, 0.099, 0.113, 0.092, 0.112, 0.124]
}